This record from the OMol25 dataset describes a molecular structure, C26H29B2F4N10O6S2Zr at a distorted geometry. The level of theory is the ωB97M-V functional and the def2-TZVPD basis.

Cartesian coordinates (Å):
Zr -0.5708 -0.7711 0.0880
N 0.5184 -1.7129 -1.7303
C 1.6817 -2.5652 -1.4789
C 1.9189 -2.7044 0.0118
O 2.5941 -3.6432 0.4183
N 1.2790 -1.7707 0.7719
C 0.9470 -2.2878 2.1003
C -0.5268 -2.7371 2.0806
O -1.1262 -3.0918 3.0622
O -1.0408 -2.6518 0.8454
H -0.2790 -2.3334 -1.8693
H 0.5700 -1.1872 -2.6219
H 2.5705 -2.1626 -1.9710
H 1.5355 -3.5711 -1.8826
H 1.1042 -1.5668 2.9059
H 1.5269 -3.1931 2.3222
B -1.7957 -2.0369 -3.9002
N -2.7075 -1.9752 -2.6080
C -4.0093 -2.2775 -2.6641
C -4.5395 -2.3073 -1.3911
C -3.4606 -1.9816 -0.5774
N -2.3596 -1.7852 -1.3006
N -1.1621 -0.6840 -4.3063
C -1.7879 0.4011 -4.7859
C -0.8437 1.3666 -5.0605
C 0.3673 0.7499 -4.7187
N 0.1685 -0.4765 -4.2611
H -2.5798 -2.3714 -4.7617
H -0.9075 -2.8440 -3.7610
H -4.4523 -2.4898 -3.6208
H -5.5505 -2.5179 -1.0991
H -3.4265 -1.8575 0.4954
H -2.8573 0.4068 -4.8941
H -1.0033 2.3566 -5.4455
H 1.3696 1.1429 -4.7785
O -3.9055 -0.8726 2.6470
C -3.5289 -0.4065 3.8675
C -4.3971 -0.4902 4.9567
C -4.0272 -0.0117 6.1978
C -2.7727 0.5631 6.3703
C -1.9187 0.6383 5.2865
C -2.2725 0.1594 4.0210
C -1.2938 0.2424 2.9028
O -1.6244 -0.2883 1.7644
N -0.1502 0.8005 3.1298
N 0.7057 0.7105 2.0218
C 1.8860 0.9683 2.3922
S 3.2449 0.9283 1.2834
C 4.4694 0.7603 2.5911
C 4.0431 1.6706 3.7283
S 2.3034 1.3537 4.0676
H -4.7835 -1.2681 2.7395
H -5.3721 -0.9416 4.8125
H -4.7171 -0.0904 7.0281
H -2.4631 0.9408 7.3338
H -0.9383 1.0726 5.3940
H 5.4338 1.0428 2.1704
H 4.5114 -0.2796 2.9184
H 4.1972 2.7170 3.4625
H 4.5968 1.4535 4.6411
N 5.4578 3.3776 -3.0548
C 4.1434 3.7206 -3.1397
O 3.7685 4.7075 -3.7342
C 3.1840 2.7923 -2.4502
C 3.4553 1.4477 -2.2478
C 2.5181 0.6778 -1.5792
N 1.3543 1.1436 -1.1422
C 1.0979 2.4376 -1.3505
C 1.9773 3.2929 -1.9941
H 6.1262 4.0228 -3.4432
H 5.7740 2.6769 -2.4088
H 4.3629 0.9823 -2.6063
H 2.7309 -0.3570 -1.3638
H 0.1481 2.7964 -0.9888
H 1.7220 4.3302 -2.1460
F -3.1952 0.8949 -0.2837
B -2.1123 1.5984 -0.7333
F -1.2811 0.6446 -1.5369
F -2.4034 2.6972 -1.4682
F -1.2204 1.8741 0.3299

Values from the calculation:
Net charge: -1
Maximum force, eV/Å: 1.01
Relative energy (zero: lowest compared OMol25 entry of this formula, charge and spin), eV: 2.030
Calculated total energy, a.u.: -3300.367303
HOMO-LUMO gap, eV: 7.6